Record 1
Below is a molecular structure, C21H18ClF3NO5PRhS at a distorted geometry, with properties calculated with ωB97M-V with the def2-TZVPD basis set.

The geometry in XYZ format:
```
52
C21H18ClF3NO5PRhS (ωB97M-V with the def2-TZVPD basis set)
Rh -1.60242 0.39331 0.02139
N -1.50114 0.32013 2.14572
C -2.57273 -0.55078 2.64170
C -2.76679 -1.65281 1.62947
O -3.08174 -2.77705 1.85313
O -2.56832 -1.21487 0.36382
H -0.59278 0.11210 2.54208
H -1.71292 1.32630 2.15226
H -3.49386 0.02646 2.71175
H -2.33216 -1.01493 3.59458
Cl -1.77704 -0.40149 -2.32530
C -0.17845 0.07637 -2.87920
C 0.01479 0.36120 -4.20976
C 1.29020 0.74984 -4.60947
C 2.32420 0.85253 -3.69008
C 2.09961 0.57172 -2.34950
C 0.83631 0.16277 -1.93390
P 0.46813 -0.26558 -0.23348
C 1.71950 0.34113 0.86480
C 1.76596 1.72203 1.10010
C 2.78876 2.24934 1.86741
C 3.75377 1.40286 2.40292
C 3.70163 0.03392 2.17518
C 2.68151 -0.51076 1.40864
C 0.44545 -2.06199 -0.15292
C 0.64194 -2.84671 -1.28439
C 0.55888 -4.23026 -1.18704
C 0.27928 -4.82733 0.03137
C 0.09670 -4.04844 1.16870
C 0.17938 -2.67311 1.07447
H -0.80288 0.29532 -4.91389
H 1.46580 0.98500 -5.65073
H 3.30820 1.16192 -4.01365
H 2.90374 0.66006 -1.62928
H 1.00680 2.38068 0.68613
H 2.83471 3.31495 2.04666
H 4.55448 1.81547 3.00323
H 4.46030 -0.61513 2.59163
H 2.64452 -1.57639 1.22916
H 0.87514 -2.39508 -2.24059
H 0.71010 -4.83937 -2.06848
H 0.20801 -5.90497 0.10099
H -0.12274 -4.51366 2.12014
H 0.04700 -2.07459 1.96977
F -3.92240 4.77316 -1.32502
C -3.90366 4.25163 -0.10549
F -3.85115 5.21949 0.79728
F -5.00164 3.52872 0.08178
S -2.42502 3.18838 0.08197
O -1.26527 4.02269 -0.00237
O -2.65128 2.51610 1.36076
O -2.53836 2.17970 -1.01444
```

Properties
Frontier orbital gap ... 7.711 eV
Maximum force ... 1.51 eV/Å
Total charge ... +1
E_tot ... -77597.591 eV
M ... 622.77 g mol⁻¹

Atomic partial charges in e from the Löwdin method, atoms 1 to 2: 0.889 -0.022



Record 2
Below is a molecular structure, C21H18F3I2NO6Se2Sn at a distorted geometry, with properties calculated with ωB97M-V with the def2-TZVPD basis set.

The geometry in XYZ format:
```
54
C21H18F3I2NO6Se2Sn (ωB97M-V with the def2-TZVPD basis set)
Sn 0.44970 -1.01902 1.40569
O -3.58885 -0.50789 2.20188
C -3.94577 -1.59579 3.03434
C -2.88034 -2.58976 3.43312
C -3.69870 -3.77232 4.08466
O -2.83737 -4.78941 4.64611
C -1.93574 -2.00538 4.45652
Se -0.71491 -0.45927 3.72175
C -2.18051 -3.13944 2.17878
Se -0.26262 -3.38386 2.33306
H -2.77500 -0.12286 2.54336
H -4.71949 -2.19457 2.48365
H -4.45652 -1.29315 3.95726
H -4.31616 -4.22255 3.26110
H -4.33919 -3.42216 4.90428
H -3.36766 -5.37558 5.20600
H -1.29504 -2.69041 4.99684
H -2.56775 -1.48311 5.17729
H -2.30255 -2.49813 1.31432
H -2.53146 -4.13670 1.97265
F 1.51250 -1.80721 -7.56599
C 1.44507 -0.59060 -6.94339
F 0.70606 0.23447 -7.72188
F 2.75201 -0.08729 -6.93564
C 0.92858 -0.69816 -5.53226
C -0.30320 -0.13140 -5.19472
C -0.77310 -0.08282 -3.89942
C 0.07301 -0.63932 -2.92797
C 1.29314 -1.22298 -3.24787
C 1.74867 -1.26728 -4.52905
C -0.36504 -0.52973 -1.56768
C -0.62673 -0.41183 -0.36867
H -0.92416 0.13787 -6.03719
H -1.75906 0.25825 -3.72493
H 1.85119 -1.71641 -2.44783
H 2.71506 -1.66966 -4.77409
O -0.66601 1.70020 1.17380
C 0.54620 1.75859 0.87889
O 1.38887 0.77983 1.03917
C 1.31938 2.97361 0.42609
C 0.70502 4.23505 0.43540
C 1.43415 5.36984 0.14717
C 2.76691 5.22410 -0.16819
C 3.38816 4.00387 -0.38426
C 2.67320 2.88546 0.02732
N 3.64991 6.39269 -0.15838
O 3.27692 7.59750 -0.11009
O 4.84771 6.12209 -0.15587
H -0.36274 4.29849 0.71156
H 1.10215 6.39748 0.33581
H 4.41272 3.90657 -0.68733
H 3.14105 1.92009 0.05685
I 3.06249 -2.04587 1.13034
I 7.30581 -2.59413 1.40765
```

Properties
Frontier orbital gap ... 4.317 eV
Maximum force ... 2.79 eV/Å
Total charge ... -2
E_tot ... -196721.866 eV
M ... 967.81 g mol⁻¹
Energy relative to the best compared isomer or geometry (same formula, charge and spin) ... 58.0 kJ/mol

Atomic partial charges in e from the Löwdin method, atoms 1 to 2: 0.369 -0.078



- The highest total charge belongs to which entry?
  C21H18ClF3NO5PRhS



- What is the formula in the second record?
  C21H18F3I2NO6Se2Sn



- Look up the total charge of the first one.
  +1



- Look up the total charge of the first one.
  +1